Density functional theory data (ωB97M-V/def2-TZVPD) for a structure of composition C58H63Ge2N4S5W in a non-equilibrium geometry.

```
133
Properties=species:S:1:pos:R:3:forces:R:3
W 0.975 1.546 0.611 0.4 1.4 0.1
C -2.161 3.222 5.253 0.0 0.0 0.1
C -1.707 4.241 4.221 0.1 0.1 0.0
N -0.270 4.165 3.996 0.0 -0.1 0.0
C 0.320 3.574 2.943 0.1 0.0 0.1
S -0.516 3.435 1.435 0.4 -0.4 -0.2
N 1.569 3.203 3.093 0.1 0.1 -0.2
N 2.115 2.731 1.921 0.6 0.1 1.0
C 3.413 2.667 1.867 -0.1 0.1 -0.1
C 4.309 3.130 2.961 0.0 0.0 -0.1
C 3.949 2.106 0.623 -0.1 0.1 0.2
C 5.301 2.060 0.336 0.0 -0.1 -0.1
C 5.704 1.618 -0.918 -0.1 0.0 0.1
C 4.736 1.276 -1.847 0.0 0.0 0.0
C 3.402 1.321 -1.479 0.0 -0.1 0.0
N 3.016 1.685 -0.254 0.2 0.1 -0.1
H -3.214 3.367 5.494 0.0 0.0 0.0
H -1.592 3.325 6.179 0.0 0.0 0.0
H -2.019 2.206 4.878 0.0 0.0 0.0
H -1.961 5.256 4.533 0.0 0.0 0.0
H -2.195 4.060 3.265 0.0 0.1 0.0
H 0.324 4.221 4.812 0.0 0.0 0.0
H 3.745 3.672 3.709 0.0 0.0 0.0
H 5.104 3.764 2.568 0.0 0.0 0.0
H 4.773 2.261 3.435 0.0 0.0 0.0
H 6.017 2.369 1.082 0.1 0.0 0.0
H 6.754 1.565 -1.170 0.0 0.0 0.0
H 4.992 0.967 -2.852 0.0 0.0 0.1
H 2.623 1.061 -2.184 0.0 0.0 0.1
C -4.495 2.126 2.840 0.1 0.0 0.0
C -4.178 1.892 1.392 -0.1 -0.1 0.0
C -4.342 0.635 0.807 0.0 0.0 -0.1
C -4.028 0.402 -0.519 0.1 0.2 -0.1
C -4.211 -0.961 -1.131 0.0 0.0 0.1
C -3.537 1.478 -1.293 -0.3 0.0 0.0
C -3.409 2.768 -0.733 0.0 0.0 -0.1
C -3.061 3.978 -1.562 0.0 0.0 0.0
C -3.709 2.936 0.615 -0.1 0.0 0.0
C -3.158 1.275 -2.719 -0.3 -0.1 -0.1
C -4.036 1.302 -3.794 0.1 0.1 -0.1
C -3.515 1.195 -5.080 0.1 0.0 0.1
C -2.142 1.083 -5.280 -0.1 -0.1 0.0
C -1.247 1.037 -4.211 0.1 -0.1 -0.4
C -1.800 1.100 -2.948 -0.7 -0.1 0.6
Ge -0.851 1.240 -1.280 1.0 -0.2 -0.4
S 0.540 2.924 -1.420 -0.4 -0.3 0.2
S 0.775 -0.457 -1.066 -0.6 0.1 0.3
Ge 0.392 -1.156 1.102 -0.1 -0.6 0.2
S 2.095 -0.184 2.043 -0.3 0.3 -0.3
S -1.064 0.451 1.532 -0.4 -0.2 -0.6
C 0.215 -3.041 1.496 -0.1 0.0 0.0
C 1.049 -3.944 0.838 0.2 -0.2 -0.3
C 1.063 -5.278 1.239 0.0 0.1 0.0
C 0.277 -5.705 2.297 0.0 0.2 0.0
C -0.531 -4.792 2.960 0.1 -0.1 -0.1
C -0.572 -3.456 2.572 0.0 -0.1 0.2
C -1.451 -2.547 3.367 0.2 0.1 0.0
C -0.936 -1.864 4.474 0.0 0.1 0.0
C 0.518 -1.962 4.856 -0.1 -0.1 0.0
C -1.809 -1.123 5.267 -0.1 0.0 0.0
C -3.173 -1.072 5.004 0.1 0.1 0.1
C -4.110 -0.309 5.902 0.0 0.0 0.0
C -3.654 -1.755 3.893 0.0 0.0 0.0
C -2.814 -2.486 3.068 0.0 -0.1 -0.1
C -3.364 -3.232 1.882 0.0 0.1 0.0
C 1.927 -3.539 -0.306 -0.1 -0.3 -0.1
C 3.193 -3.002 -0.080 0.0 0.0 0.1
C 3.761 -2.829 1.304 0.1 -0.1 0.0
C 4.001 -2.705 -1.177 0.0 0.0 0.0
C 3.610 -2.991 -2.474 0.0 0.0 0.0
C 4.550 -2.771 -3.628 0.0 -0.1 0.0
C 2.355 -3.559 -2.678 0.0 0.0 0.1
C 1.503 -3.832 -1.620 0.0 0.1 0.2
C 0.161 -4.471 -1.875 0.0 0.1 -0.2
C 0.224 0.957 -4.458 -0.1 -0.1 -0.2
C 0.970 2.128 -4.593 0.0 0.0 0.0
C 0.336 3.491 -4.488 0.0 0.0 -0.1
C 2.329 2.029 -4.882 0.0 0.0 0.0
C 2.948 0.803 -5.070 0.0 0.0 0.0
C 4.405 0.711 -5.436 0.0 0.0 0.0
C 2.176 -0.351 -4.954 0.0 0.0 0.1
C 0.824 -0.296 -4.654 -0.1 0.0 0.0
C 0.004 -1.560 -4.608 0.1 0.0 0.0
H -4.992 1.269 3.286 0.0 -0.1 0.0
H -5.139 2.999 2.961 0.0 0.0 0.0
H -3.574 2.312 3.401 -0.1 -0.1 -0.1
H -4.716 -0.182 1.412 0.0 -0.1 0.0
H -4.360 -1.715 -0.358 0.0 0.1 -0.1
H -3.351 -1.247 -1.738 0.0 0.0 0.0
H -5.081 -0.979 -1.790 0.0 0.0 0.0
H -2.572 3.726 -2.501 0.0 0.0 0.0
H -2.410 4.652 -1.007 0.0 0.0 0.0
H -3.975 4.524 -1.808 0.0 0.0 0.0
H -3.599 3.921 1.054 0.0 0.0 0.0
H -5.097 1.439 -3.631 0.0 0.0 0.0
H -4.177 1.226 -5.935 0.0 0.0 0.0
H -1.740 1.034 -6.285 0.0 0.0 0.0
H 1.713 -5.971 0.720 0.0 0.0 0.0
H 0.301 -6.740 2.611 0.0 0.0 0.0
H -1.140 -5.108 3.798 0.0 0.0 0.0
H 1.175 -1.917 3.988 0.0 0.0 0.0
H 0.720 -2.908 5.364 0.0 0.0 0.0
H 0.794 -1.152 5.529 0.0 0.0 0.0
H -1.417 -0.607 6.136 0.0 0.0 0.0
H -3.686 -0.187 6.898 0.0 0.0 0.0
H -5.066 -0.822 6.000 0.0 0.0 0.0
H -4.312 0.687 5.505 0.0 0.0 0.0
H -4.718 -1.743 3.683 -0.1 0.0 0.0
H -4.452 -3.167 1.853 0.0 0.0 0.0
H -3.087 -4.287 1.906 0.0 0.0 0.0
H -2.968 -2.821 0.948 0.0 0.0 0.0
H 3.009 -2.939 2.083 0.0 0.0 0.0
H 4.221 -1.847 1.417 0.0 -0.1 0.0
H 4.533 -3.582 1.479 0.0 0.0 0.0
H 4.983 -2.278 -1.000 0.0 0.0 0.0
H 5.301 -2.017 -3.392 0.0 0.0 0.0
H 4.016 -2.460 -4.525 0.1 -0.1 0.0
H 5.077 -3.695 -3.870 0.0 0.0 0.0
H 2.044 -3.811 -3.686 0.0 0.0 0.0
H -0.128 -4.369 -2.925 0.1 0.0 0.1
H -0.618 -4.030 -1.254 0.0 0.0 0.0
H 0.184 -5.538 -1.642 0.0 0.0 0.0
H -0.592 3.472 -3.921 0.0 0.0 0.0
H 0.108 3.879 -5.484 0.0 0.0 0.0
H 1.013 4.197 -4.007 0.0 0.0 0.0
H 2.909 2.940 -4.980 0.0 0.0 0.0
H 4.877 1.693 -5.434 0.0 0.0 0.0
H 4.523 0.286 -6.434 0.0 0.0 0.0
H 4.950 0.064 -4.746 0.0 0.0 -0.1
H 2.638 -1.318 -5.116 -0.1 0.1 0.0
H 0.649 -2.433 -4.724 -0.1 0.1 0.0
H -0.733 -1.576 -5.414 0.0 0.0 0.0
H -0.545 -1.656 -3.668 0.0 0.0 0.0
```
Forces are in eV/Å.

2S+1 = 3
strongest force on any atom = 0.029 hartree/bohr
LUMO energy (alpha / beta) = -3.76 / -4.18 eV
total charge = +1
HOMO-LUMO gap (alpha / beta) = 0.22080 / 0.22148 Ha
ΔE to the lowest compared entry with this formula, charge and spin = 0.0 kJ/mol
HOMO level (alpha / beta) = -0.3589 / -0.3751 Eh

Here are the Mulliken charges for atoms 1 to 99, given in e: number 1, W, carries -0.32; number 2, C, carries -1.14; number 3, C, carries 0.69; number 4, N, carries -0.10; number 5, C, carries 0.12; number 6, S, carries -0.12; number 7, N, carries -1.51; number 8, N, carries 0.81; number 9, C, carries 0.48; number 10, C, carries -1.82; number 11, C, carries 0.74; number 12, C, carries -0.88; number 13, C, carries -1.05; number 14, C, carries -0.60; number 15, C, carries 0.30; number 16, N, carries 0.62; number 17, H, carries 0.43; number 18, H, carries 0.47; number 19, H, carries 0.06; number 20, H, carries 0.29; number 21, H, carries -0.68; number 22, H, carries 0.32; number 23, H, carries 0.41; number 24, H, carries 0.42; number 25, H, carries 0.34; number 26, H, carries 0.50; number 27, H, carries 0.48; number 28, H, carries 0.27; number 29, H, carries 0.10; number 30, C, carries -1.08; number 31, C, carries 0.43; number 32, C, carries -0.89; number 33, C, carries 1.00; number 34, C, carries -1.48; number 35, C, carries 0.40; number 36, C, carries 0.86; number 37, C, carries -1.51; number 38, C, carries -0.25; number 39, C, carries -0.37; number 40, C, carries -0.46; number 41, C, carries -1.22; number 42, C, carries -0.20; number 43, C, carries -0.70; number 44, C, carries -0.41; number 45, Ge, carries 1.40; number 46, S, carries -0.56; number 47, S, carries 0.03; number 48, Ge, carries -1.42; number 49, S, carries -0.42; number 50, S, carries 1.03; number 51, C, carries 0.08; number 52, C, carries -0.63; number 53, C, carries -0.10; number 54, C, carries -1.16; number 55, C, carries -0.14; number 56, C, carries -0.51; number 57, C, carries 0.57; number 58, C, carries 1.15; number 59, C, carries -1.54; number 60, C, carries -0.98; number 61, C, carries 0.57; number 62, C, carries -1.68; number 63, C, carries -0.82; number 64, C, carries 1.55; number 65, C, carries -1.74; number 66, C, carries 0.32; number 67, C, carries 1.75; number 68, C, carries -2.16; number 69, C, carries -0.73; number 70, C, carries 0.70; number 71, C, carries -1.65; number 72, C, carries -0.49; number 73, C, carries 1.21; number 74, C, carries -1.90; number 75, C, carries 1.27; number 76, C, carries 0.97; number 77, C, carries -1.52; number 78, C, carries -0.94; number 79, C, carries 0.41; number 80, C, carries -1.51; number 81, C, carries -0.55; number 82, C, carries 0.64; number 83, C, carries -1.49; number 84, H, carries 0.46; number 85, H, carries 0.43; number 86, H, carries -0.22; number 87, H, carries 0.41; number 88, H, carries 0.37; number 89, H, carries 0.23; number 90, H, carries 0.34; number 91, H, carries 0.05; number 92, H, carries 0.36; number 93, H, carries 0.38; number 94, H, carries 0.37; number 95, H, carries 0.58; number 96, H, carries 0.47; number 97, H, carries 0.56; number 98, H, carries 0.58; number 99, H, carries 0.46